{
  "formula": "C20H22N6O4",
  "method": "wB97M-V/def2-TZVPD",
  "elements": ["H", "H", "C", "C", "N", "C", "O", "H", "C", "H", "C", "N", "H", "N", "H", "C", "H", "O", "N", "H", "C", "H", "C", "C", "H", "H", "C", "C", "O", "H", "H", "N", "C", "C", "H", "H", "H", "O", "H", "C", "H", "H", "N", "C", "C", "C", "H", "C", "C", "H", "H", "C"],
  "xyz": [[-21.930, -11.821, 4.465], [-27.972, -12.972, 9.995], [-23.355, -13.127, 11.442], [-23.301, -14.244, 1.323], [-28.584, -11.022, 12.401], [-21.850, -13.411, -0.436], [-24.325, -15.443, 2.989], [-22.761, -12.268, 11.099], [-25.728, -8.509, 12.346], [-22.613, -13.918, 11.470], [-22.715, -13.956, -1.360], [-23.491, -14.621, 2.725], [-25.521, -10.561, 12.008], [-23.266, -14.722, 8.671], [-20.939, -12.906, -0.719], [-24.905, -9.698, 12.241], [-26.257, -15.298, 9.077], [-25.193, -10.997, 9.375], [-24.754, -12.497, 13.550], [-27.818, -11.338, 9.268], [-24.113, -12.797, 12.645], [-24.409, -9.981, 13.168], [-24.127, -9.930, 6.217], [-22.136, -13.619, 0.911], [-24.521, -15.114, -1.663], [-29.338, -11.977, 9.500], [-28.507, -11.420, 11.332], [-23.227, -11.670, 7.570], [-25.308, -9.007, 8.571], [-24.781, -9.093, 5.992], [-22.499, -13.913, -2.420], [-24.953, -10.162, 8.513], [-24.148, -14.819, 0.383], [-22.536, -12.148, 6.470], [-23.190, -12.204, 8.509], [-25.520, -16.878, 8.658], [-25.969, -15.744, 7.377], [-22.818, -14.055, 3.548], [-21.939, -13.047, 6.526], [-22.549, -11.437, 5.263], [-24.119, -9.546, 11.502], [-24.008, -13.216, 10.576], [-26.378, -7.574, 12.433], [-25.587, -15.825, 8.393], [-23.344, -10.304, 5.139], [-24.052, -10.553, 7.430], [-21.458, -13.358, 1.717], [-24.304, -15.186, 8.520], [-28.355, -11.956, 9.986], [-24.989, -15.424, 0.689], [-23.315, -9.717, 4.233], [-23.871, -14.619, -0.954]],
  "lowdin_charge": [0.0935, 0.0694, -0.0849, -0.1426, 0.1467, -0.0583, 0.0914, 0.0837, -0.2863, 0.0785, -0.0717, -0.3639, 0.0381, 0.1645, 0.1095, -0.1065, 0.0813, 0.0366, 0.1489, 0.0635, -0.2669, 0.0678, -0.0221, -0.0036, 0.1096, 0.0821, -0.2748, -0.0097, 0.1052, 0.1248, 0.1097, -0.3356, -0.0043, -0.0589, 0.0744, 0.0909, 0.0893, 0.0701, 0.1044, -0.0691, 0.0752, 0.0342, 0.1266, -0.0516, -0.0606, -0.1477, 0.1174, -0.2541, -0.0767, 0.1196, 0.1085, -0.0656],
  "gap_ev": 9.3,
  "smiles": "O=[N+]([O-])c1ccccc1.O=[N+]([O-])c1ccccc1.CC#N.CC#N.CC#N.CC#N",
  "relative_energy_ev": 10.4096,
  "charge": 0,
  "homo_energy_ev": -10.169
}